1.
The following is a quantum chemistry calculation of a structure of composition C4H12N2S at a distorted geometry, from OMol25.

Results
LUMO level: 0.37 eV
HOMO level: -9.219 eV

```
19
Properties=species:S:1:pos:R:3:forces:R:3
S 2.273100 0.090865 0.228978 1.29 -0.31 1.20
N 3.633858 -0.598948 -0.013033 -0.84 0.18 0.23
N 2.234582 1.341574 -0.629704 -0.12 0.94 0.13
C 0.704796 -0.802603 -0.113810 0.60 0.86 4.25
C -0.494975 0.063198 0.230075 0.34 1.63 -3.35
C -2.858051 0.583676 -0.011788 -1.86 0.79 3.17
C -1.798486 -0.361629 -0.428002 0.11 -1.78 -2.63
H 1.954093 0.342713 1.892322 0.54 -0.41 -2.82
H -2.617343 1.671706 -0.053312 0.05 -0.85 -0.37
H -2.122095 -1.468129 -0.134372 0.78 2.18 -0.85
H -1.670140 -0.247497 -1.614224 -0.21 -0.79 2.45
H 0.871202 -1.252872 -1.013970 -0.17 -0.55 -2.97
H 0.740852 -1.617370 0.603536 0.21 -0.33 0.29
H -0.733881 0.231136 1.245557 0.56 -0.15 1.40
H -3.873892 0.421540 -0.376872 0.30 -0.03 -0.72
H -3.067320 0.395101 1.109701 0.52 0.42 -1.28
H -0.252601 1.077823 -0.242165 -0.42 -1.07 0.85
H 3.198235 1.692135 -0.831991 -1.10 -0.58 0.46
H 3.878069 -1.562426 0.153069 -0.56 -0.15 0.55
```
Positions in Å, forces in eV/Å.

---

2.
The following is a quantum chemistry calculation of the molecule C4H12N2S at a distorted geometry, from OMol25.

Results
LUMO level: 0.95 eV
HOMO level: -8.863 eV
SMILES: NCCNCCS

```
19
Properties=species:S:1:pos:R:3:forces:R:3
S 2.600046 -0.615574 -1.665557 0.75 -0.86 0.26
N -0.472809 -0.631276 0.925842 -2.05 -0.94 2.48
N -3.207842 1.280765 0.387541 2.72 -3.81 -1.17
C -0.736801 0.714823 1.314145 0.10 3.42 -1.47
C 0.693752 -0.935412 0.144400 1.09 0.18 1.10
C -2.230577 1.101899 1.599949 -2.48 -1.18 2.01
C 0.906022 -0.203977 -1.192017 -0.26 -2.58 0.56
H -2.596465 0.219565 2.267886 0.15 1.47 -0.81
H 0.228690 -0.561047 -1.985646 0.07 0.39 0.52
H -0.712202 1.241418 0.356564 1.05 0.73 0.08
H -0.472551 -1.097146 1.868509 0.33 -0.44 -1.75
H 0.810242 0.809163 -0.979577 0.03 1.93 -0.26
H -4.102786 1.565994 0.649830 -1.40 0.97 1.22
H 0.041610 1.199047 2.087510 -1.75 -0.93 -1.45
H 0.694106 -1.996403 -0.056230 -0.10 -0.42 -0.01
H 1.589785 -0.744831 0.791136 -0.20 0.01 -0.67
H -3.479301 0.307196 -0.094043 1.42 2.54 1.49
H -2.405230 2.072340 2.233661 0.90 -1.79 -1.25
H 2.773554 -1.776539 -0.883223 -0.36 1.31 -0.87
```
Positions in Å, forces in eV/Å.

---

3.
The following is a quantum chemistry calculation of a cluster of 2 separate species, C4H12N2S2 in total at a distorted geometry, from OMol25.

Results
LUMO level: -4.44 eV
HOMO level: -7.785 eV

```
20
Properties=species:S:1:pos:R:3:forces:R:3
S -1.993714 -1.361929 0.599222 0.71 0.65 -0.77
S 0.632657 -0.806530 -3.672710 -0.28 0.07 -0.06
N -0.038618 1.479108 -1.467871 0.10 -0.20 0.43
N 0.804916 -0.825853 1.380404 -1.47 1.24 0.17
C -0.062183 0.305907 -0.627684 1.73 1.12 -0.62
C 0.729014 0.500849 0.687854 -0.92 -1.43 -0.41
C -1.554880 -0.082449 -0.572138 -1.67 -0.95 1.46
C 0.613219 -0.754620 2.863420 1.15 0.01 -1.04
H 1.743496 0.799506 0.399516 -0.18 0.13 0.13
H -0.023181 -0.159919 -4.660403 0.02 -0.17 0.17
H 0.214852 1.266934 1.267721 0.30 0.12 0.37
H -0.026101 -1.353563 1.030834 0.58 -0.47 -0.22
H 1.558912 -1.079620 3.312408 -0.33 -0.08 0.19
H -2.232534 0.748601 -0.392688 0.41 0.30 -0.04
H 0.468601 0.284719 3.125064 -0.38 0.11 0.48
H -1.712496 -0.446494 -1.592582 0.08 -0.31 -0.47
H -0.214181 -1.397571 3.154118 0.11 0.14 0.25
H 0.636190 2.191305 -1.231383 -0.03 -0.05 0.15
H 0.410219 -0.526204 -1.159417 -0.10 -0.21 -0.12
H 0.045812 1.217824 -2.443686 0.17 -0.04 -0.04
```
Positions in Å, forces in eV/Å.

---

4.
The following is a quantum chemistry calculation of the ion C4H12N3 with charge +1 at a distorted geometry, from OMol25.

Results
LUMO level: -2.80 eV
HOMO level: -13.803 eV
total charge: +1
SMILES: N/C=C(\[NH3+])CCN

```
19
Properties=species:S:1:pos:R:3:forces:R:3
N 2.338425 -1.231340 0.980530 -1.57 0.97 0.17
N 0.943662 -0.115636 -0.965375 1.74 0.27 -1.58
N -0.836535 1.860346 -0.902738 -1.14 0.48 -2.09
C 0.871194 -1.220493 1.061761 -0.41 -1.75 0.31
C 0.144187 -0.763858 0.025949 -0.14 0.04 1.81
C -1.326637 -0.464135 -0.098634 -1.46 -0.98 1.28
C -1.554651 1.035291 0.046804 1.36 -0.24 1.69
H 0.992108 -0.691433 -1.812164 0.41 0.01 0.11
H -1.948376 -0.953071 0.719222 1.22 0.51 -0.53
H -1.209293 1.270315 1.066227 0.11 0.13 -0.31
H 0.523623 0.796444 -1.281343 -0.40 0.21 0.59
H -0.662104 2.763099 -0.494592 0.17 0.35 0.08
H 1.910397 0.024410 -0.547765 -0.81 -0.51 -0.65
H -1.515445 2.053301 -1.692511 1.32 -0.18 0.95
H -2.563364 1.296466 0.064046 -1.94 0.00 -0.12
H 0.394621 -1.749325 1.945128 0.41 0.94 -1.18
H 2.657544 -0.877356 1.863774 0.39 0.45 0.43
H 2.723004 -2.156387 0.967827 -0.08 -0.75 -0.38
H -1.882359 -0.876638 -0.946147 0.80 0.06 -0.59
```
Positions in Å, forces in eV/Å.

---

5.
The following is a quantum chemistry calculation of the ion C4H12N3 with charge +1 at a distorted geometry, from OMol25.

Results
LUMO level: -3.31 eV
HOMO level: -13.125 eV
total charge: +1
SMILES: NCC/C(N)=C/[NH3+]

```
19
Properties=species:S:1:pos:R:3:forces:R:3
N -2.089224 -1.474087 0.606844 1.22 0.09 0.64
N 2.426833 0.814421 -1.367148 -0.70 -2.51 -1.79
N -0.066395 -0.359599 -1.187382 2.37 -3.35 -0.51
C -0.691567 0.767947 0.801001 -2.07 -0.34 -1.51
C 1.504687 1.317472 -0.422456 -5.52 -2.75 0.24
C 0.240254 0.690766 -0.356941 3.56 0.31 2.01
C -1.034665 -0.641953 1.407736 -1.32 -0.69 0.20
H -2.005503 -2.414013 0.950755 1.04 -0.82 -0.09
H 3.333543 0.487245 -0.986465 -0.28 0.92 -0.44
H 1.735546 1.887050 0.390691 1.29 1.86 1.51
H 2.436104 1.388869 -2.234537 0.86 -0.48 0.64
H -0.350916 -1.301120 -0.760752 0.61 2.03 0.05
H -0.122473 -1.265233 1.504050 -0.43 0.20 -0.48
H 1.909982 -0.137064 -1.645143 0.53 1.66 -0.01
H -0.346498 1.402011 1.601236 -0.32 0.63 0.03
H -0.815317 -0.248396 -1.776487 -2.04 0.95 -2.05
H -1.638120 1.080669 0.193840 1.02 0.12 1.92
H -3.093011 -1.465736 0.812621 0.26 1.83 0.25
H -1.333269 -0.529256 2.468534 -0.11 0.33 -0.62
```
Positions in Å, forces in eV/Å.

---

6.
The following is a quantum chemistry calculation of a cluster of 2 separate species, C4H12N3 in total, from OMol25.

Results
LUMO level: -5.13 eV
HOMO level: -12.674 eV
total charge: +1

```
19
Properties=species:S:1:pos:R:3:forces:R:3
N 1.476017 -3.267190 0.420274 -0.81 0.27 -0.02
N -0.197435 -1.415048 0.090832 0.05 -0.33 -0.13
N -0.019432 2.277312 -0.047159 0.12 0.16 -0.18
C -1.349162 1.784512 -0.130368 -0.22 -0.08 0.04
C -2.311771 2.567884 -0.586550 0.33 0.00 0.13
C 1.179871 -1.921233 -0.061031 0.40 -0.48 0.27
C 1.025319 1.605085 0.231416 0.22 -0.21 0.44
H 0.098250 3.263814 -0.269532 -0.02 0.01 -0.03
H 0.876970 -3.927960 -0.067900 0.23 -0.10 -0.18
H 1.878798 -1.258439 0.455472 -0.04 0.06 0.06
H 1.431439 -1.891545 -1.116925 0.03 0.11 -0.13
H -0.745141 -1.856442 -0.642814 -0.15 0.17 0.01
H -0.586974 -1.795845 0.950051 0.05 0.13 0.09
H 0.961393 0.549037 0.489588 -0.33 0.17 -0.22
H -1.452782 0.757850 0.186483 0.05 -0.06 -0.08
H 1.175417 -3.348671 1.388605 0.33 0.03 0.09
H -2.109572 3.596421 -0.874325 -0.19 -0.11 -0.05
H -3.310836 2.171488 -0.667548 -0.11 0.14 -0.03
H 1.979624 2.108976 0.251427 0.06 0.13 -0.09
```
Positions in Å, forces in eV/Å.

---

7.
The following is a quantum chemistry calculation of a cluster of 2 separate species, C4H12N3 in total at a distorted geometry, from OMol25.

Results
LUMO level: -3.46 eV
HOMO level: -12.318 eV
total charge: +1

```
19
Properties=species:S:1:pos:R:3:forces:R:3
N 0.915678 -1.344751 -0.025056 0.83 1.65 1.37
N 0.725539 0.648112 -1.247056 -1.55 0.40 -1.53
N -2.092642 0.999329 -0.889527 1.82 0.08 3.21
C 1.204435 -0.048935 -0.275484 2.14 -1.84 1.29
C 2.463342 0.581824 0.335086 -3.05 1.42 0.18
C -1.571684 0.132189 0.119902 -1.84 3.68 1.28
C -1.354798 0.518875 1.420674 0.33 -0.98 -2.40
H -2.382256 0.565099 -1.697250 -1.51 -0.59 -1.84
H -2.449533 1.889798 -0.567581 -0.24 -0.26 -0.59
H 0.612483 -1.899141 -0.782265 -0.76 -0.87 -0.37
H -1.609335 1.522214 1.827181 0.27 -1.04 -0.36
H 3.027977 0.153970 1.090313 0.32 -1.39 1.68
H 1.246029 1.507447 -1.321474 -0.50 0.42 -0.64
H 1.090738 -1.715108 0.926618 0.06 0.10 -1.42
H 3.100482 0.633669 -0.467421 1.72 0.08 -2.17
H -0.751945 -0.221523 1.945238 -0.53 0.45 0.66
H -1.376749 -0.790734 -0.337129 0.41 -1.36 0.27
H -0.260528 0.605412 -1.696797 2.10 0.13 1.14
H 2.243320 1.620603 0.590424 -0.03 -0.08 0.24
```
Positions in Å, forces in eV/Å.

---

8.
The following is a quantum chemistry calculation of a cluster of 2 separate species, C4H12N3 in total at a distorted geometry, from OMol25.

Results
LUMO level: -7.97 eV
HOMO level: -13.115 eV
total charge: +1

```
19
Properties=species:S:1:pos:R:3:forces:R:3
N 1.165449 1.493621 -0.675946 -1.00 0.48 0.43
N 2.376249 -0.035599 1.124419 0.18 0.04 -0.34
N -2.541729 0.247220 0.126399 -2.44 0.81 1.17
C 0.148218 0.599014 -0.508514 1.93 -1.63 -0.56
C 0.672421 -0.840510 -0.462688 0.37 -0.24 0.39
C -3.624227 -0.387717 0.477567 0.38 -0.49 1.01
C 2.138666 -0.826792 -0.089494 0.08 1.02 0.11
H 2.248151 0.959842 0.882821 -0.31 -0.10 0.46
H 0.596567 -1.355449 -1.421744 -0.36 0.15 -0.10
H 0.125280 -1.429049 0.276518 -0.20 0.10 -0.08
H -0.387526 0.822695 0.472123 -0.49 0.39 -0.16
H 0.752537 2.440186 -0.655733 0.16 0.02 -0.26
H 3.362833 -0.102613 1.373914 -0.12 -0.15 0.10
H -3.827210 -0.672166 1.518070 0.56 -1.08 -0.15
H 2.585346 -1.813093 -0.013022 -0.04 -0.01 -0.02
H 2.635479 -0.224564 -0.876518 0.24 -0.67 -0.37
H -3.285473 1.000182 -0.109548 1.64 0.17 -1.90
H -4.462983 -0.581349 -0.204855 -0.15 0.60 0.00
H -0.678051 0.706133 -1.233767 -0.42 0.58 0.27
```
Positions in Å, forces in eV/Å.

---

9.
The following is a quantum chemistry calculation of the ion C4H12N3 with charge +2 at a distorted geometry, from OMol25.

Results
LUMO level (alpha / beta): -7.48 / -12.57 eV
HOMO level (alpha / beta): -19.328 / -19.328 eV
total charge: +2
2S+1: 2

```
19
Properties=species:S:1:pos:R:3:forces:R:3
N 0.650769 2.146275 0.337201 -0.31 1.82 -0.30
N 0.630407 -2.965474 0.532468 -0.98 1.10 0.81
N 0.901400 -0.727629 -0.172303 -1.10 0.58 0.25
C -0.681982 1.779772 0.360348 -1.50 -1.49 0.28
C -0.313177 -0.494801 -1.011541 1.11 0.45 0.16
C -1.143270 0.803257 -0.718726 0.42 0.26 -0.84
C 1.059122 -1.731093 0.675052 0.38 -0.34 -0.57
H -0.193286 -3.137488 -0.035760 0.35 -0.49 -0.30
H 1.654192 -1.548980 1.548684 0.67 0.05 0.11
H -2.158236 0.470189 -0.579798 -0.40 0.09 0.81
H -1.281873 1.374276 -1.643231 0.55 -0.10 -0.14
H -0.040017 -0.499548 -2.064722 -0.01 -0.29 0.07
H 0.709536 -3.513378 1.384345 0.01 -0.40 -0.32
H 0.943778 2.863420 1.018125 0.29 -0.51 -0.02
H 1.080822 2.241719 -0.586731 0.38 -0.15 0.11
H 1.437654 0.090696 0.052933 0.38 -0.07 0.13
H -0.915124 -1.324656 -0.749044 -0.91 -0.77 -0.35
H -1.012388 1.470773 1.367458 0.37 0.11 0.18
H -1.328330 2.702671 0.285242 0.31 0.14 -0.07
```
Positions in Å, forces in eV/Å.

---

10.
The following is a quantum chemistry calculation of a structure of composition C4H12N3O at a distorted geometry, from OMol25.

Results
LUMO level: -3.19 eV
HOMO level: -13.282 eV
total charge: +1

```
20
Properties=species:S:1:pos:R:3:forces:R:3
O -0.327180 -0.630582 2.929897 1.81 -1.24 -0.95
N -2.257492 -0.930974 1.200033 0.90 0.27 0.18
N 0.403959 -0.140393 0.880201 -2.07 -0.24 2.12
N 0.106608 0.648975 -0.211717 0.94 -0.67 -0.05
C 2.203059 -0.217422 -1.191655 0.52 3.56 -2.33
C -0.620236 -0.068174 1.770140 2.16 -2.10 0.91
C 0.274345 1.298385 -2.339170 5.50 0.70 -1.97
C 0.952975 0.616102 -1.165474 -2.01 -0.48 -1.98
H 2.903193 0.501360 -0.720594 0.34 -0.81 -0.19
H -2.918367 -0.171042 1.261569 -0.37 -0.01 -0.47
H -2.562826 -1.680150 1.805759 0.04 -0.31 -0.09
H 2.043010 -1.019042 -0.599283 0.07 -2.75 1.79
H -1.090700 0.815456 1.820010 -1.63 3.17 -0.24
H 1.046401 1.908785 -3.004104 -1.56 -0.85 1.57
H -2.081740 -1.241931 0.250911 -0.44 0.02 -0.03
H -0.104044 0.629079 -3.057014 -0.56 -1.35 -0.63
H -0.471428 1.874590 -1.963182 -2.08 1.92 0.81
H 2.581550 -0.524544 -2.210373 -0.63 0.56 1.16
H -0.945781 -0.624205 3.628396 -1.40 0.44 1.00
H 0.864695 -1.044273 0.915649 0.47 0.16 -0.60
```
Positions in Å, forces in eV/Å.